1.
# C72H80AsN5O3PPbSSi2

A structure of composition C72H80AsN5O3PPbSSi2 (wB97M-V/def2-TZVPD, the OMol25 dataset).

Values from the calculation:
LUMO   0.0790 Eh
Kohn-Sham gap   5.6190 eV
HOMO level   -0.1275 Eh

Structure (ORCA input):
```
! wB97M-V def2-TZVPD RIJCOSX def2/J DEFGRID3
* xyz -1 1
Pb 0.884 0.580 0.914
C 4.137 -2.176 3.755
Si 3.850 -0.927 2.355
C 3.482 -1.897 0.774
C 5.475 0.019 2.088
N 2.524 0.126 2.609
C 2.485 0.927 3.741
C 3.511 0.924 4.700
C 3.484 1.686 5.859
C 2.398 2.501 6.112
C 1.372 2.532 5.179
C 1.383 1.784 4.004
N 0.332 1.904 3.091
Si -1.080 2.651 3.244
C -2.504 1.979 4.207
C -1.365 4.366 2.624
C -2.461 2.251 0.419
H 4.213 -3.194 3.368
H 3.312 -2.144 4.468
H 5.051 -1.963 4.311
H 3.607 -2.974 0.903
H 4.138 -1.580 -0.035
H 2.461 -1.733 0.431
H 6.299 -0.401 2.668
H 5.352 1.058 2.400
H 5.786 0.012 1.041
H 4.372 0.289 4.541
H 4.311 1.632 6.555
H 2.342 3.105 7.008
H 0.517 3.181 5.363
H -2.552 2.511 5.162
H -2.358 0.919 4.412
H -3.453 2.127 3.690
H -1.218 5.062 3.455
H -2.376 4.498 2.241
H -0.641 4.607 1.846
H -2.977 2.077 1.364
H -1.392 2.453 0.549
H -2.905 3.114 -0.079
C -13.255 0.996 -2.002
O -12.243 1.237 -2.951
C -10.940 1.150 -2.513
C -10.567 1.032 -1.181
C -9.217 0.958 -0.855
C -8.227 1.008 -1.825
C -8.621 1.132 -3.161
C -9.956 1.201 -3.499
N -6.875 0.907 -1.376
N -6.010 1.148 -2.286
C -4.685 1.082 -1.965
C -3.840 1.364 -3.032
C -2.457 1.450 -2.968
C -1.788 1.356 -1.739
O -0.580 1.650 -1.573
C -2.603 1.001 -0.471
N -2.040 -0.178 0.229
C -2.714 -0.542 1.359
C -4.035 -0.284 1.516
C -4.765 0.226 0.383
C -4.102 0.741 -0.679
H -14.195 0.978 -2.549
H -13.300 1.789 -1.247
H -13.108 0.036 -1.498
H -11.306 1.004 -0.393
H -8.910 0.867 0.180
H -7.857 1.173 -3.924
H -10.265 1.296 -4.532
H -4.335 1.550 -3.978
H -1.871 1.719 -3.837
H -2.132 -1.093 2.088
H -4.540 -0.581 2.424
H -5.839 0.127 0.345
C 4.379 0.324 -2.109
C 4.427 -0.940 -2.950
As 6.187 -1.485 -3.673
C 6.743 0.259 -4.366
C 7.152 1.336 -3.581
C 7.446 2.562 -4.159
C 7.332 2.730 -5.533
C 6.929 1.667 -6.325
C 6.644 0.438 -5.743
C 7.215 -1.603 -2.020
C 8.504 -1.090 -1.894
C 9.239 -1.311 -0.737
C 8.701 -2.052 0.305
C 7.427 -2.586 0.179
C 6.696 -2.369 -0.979
P 2.629 0.807 -1.706
C 2.026 1.048 -3.415
C 0.912 0.335 -3.839
C 0.452 0.451 -5.144
C 1.106 1.288 -6.034
C 2.222 2.006 -5.621
C 2.678 1.888 -4.318
C 2.878 2.510 -1.093
C 3.774 2.704 -0.040
C 3.904 3.949 0.557
C 3.130 5.012 0.113
C 2.220 4.819 -0.917
C 2.087 3.574 -1.514
H 4.817 1.159 -2.658
H 4.944 0.208 -1.180
H 3.829 -0.811 -3.857
H 4.003 -1.798 -2.422
H 7.230 1.226 -2.507
H 7.751 3.391 -3.534
H 7.557 3.688 -5.983
H 6.837 1.790 -7.396
H 6.330 -0.390 -6.368
H 8.940 -0.509 -2.698
H 10.236 -0.898 -0.650
H 9.271 -2.212 1.210
H 6.995 -3.163 0.986
H 5.708 -2.802 -1.066
H 0.383 -0.305 -3.145
H -0.429 -0.101 -5.445
H 0.744 1.389 -7.049
H 2.737 2.660 -6.314
H 3.547 2.456 -4.004
H 4.349 1.872 0.351
H 4.591 4.078 1.382
H 3.224 5.984 0.581
H 1.595 5.639 -1.250
H 1.339 3.415 -2.279
C 0.316 -3.010 -0.766
C -1.070 -2.402 -0.566
C -1.791 -3.271 0.464
C -0.839 -0.920 -0.140
C -1.875 -2.388 -1.865
C -3.214 -1.987 -1.837
C -3.951 -1.850 -3.002
C -3.377 -2.138 -4.232
C -2.060 -2.567 -4.277
C -1.319 -2.689 -3.107
H 0.798 -3.113 0.206
H 0.957 -2.382 -1.390
H 0.254 -4.003 -1.217
H -1.288 -3.185 1.429
H -1.753 -4.319 0.153
H -2.836 -2.996 0.596
H -0.492 -0.469 -1.068
H -3.691 -1.760 -0.895
H -4.975 -1.502 -2.941
H -3.950 -2.028 -5.144
H -1.598 -2.808 -5.228
H -0.288 -3.007 -3.182
C -4.938 -4.740 6.774
C -3.836 -3.966 6.103
C -3.747 -3.902 4.716
C -2.732 -3.188 4.097
C -1.786 -2.538 4.875
C -1.864 -2.571 6.258
C -2.884 -3.290 6.862
S -0.479 -1.553 4.129
C 0.554 -2.932 3.622
O 0.222 -0.880 5.253
H -5.658 -5.111 6.046
H -5.473 -4.116 7.492
H -4.540 -5.597 7.320
H -4.486 -4.410 4.109
H -2.692 -3.138 3.017
H -1.127 -2.027 6.833
H -2.947 -3.321 7.943
H 0.886 -3.448 4.522
H 1.398 -2.505 3.084
H -0.017 -3.594 2.975
*
```

2.
# H4NOPS

The molecule H4NOPS (wB97M-V/def2-TZVPD, the OMol25 dataset).

Values from the calculation:
SMILES   NP(O)S
LUMO   0.0295 Eh
Kohn-Sham gap   9.9136 eV
HOMO level   -0.3348 Eh

Structure (ORCA input):
```
! wB97M-V def2-TZVPD RIJCOSX def2/J DEFGRID3
* xyz 0 1
N 1.263 0.568 -0.441
O -0.074 -1.497 0.581
P -0.197 -0.563 -0.734
S -1.747 0.772 -0.036
H 1.068 1.269 0.264
H 1.534 1.000 -1.312
H -0.561 -2.316 0.463
H -1.286 0.768 1.215
*
```

3.
# H3OS2

A cluster of 2 separate species, H3OS2 in total (wB97M-V/def2-TZVPD, the OMol25 dataset).

Values from the calculation:
LUMO   0.1386 Eh
Kohn-Sham gap   6.1594 eV
HOMO level   -0.0877 Eh

Structure (ORCA input):
```
! wB97M-V def2-TZVPD RIJCOSX def2/J DEFGRID3
* xyz -1 1
O -2.596 -1.226 1.769
H -2.197 -2.075 1.998
S 1.367 -0.101 -1.298
S 0.139 0.774 0.177
H -2.015 -0.693 1.032
H 0.869 1.810 0.762
*
```

4.
# C3H6ClN3O

The molecule C3H6ClN3O (wB97M-V/def2-TZVPD, the OMol25 dataset).

Values from the calculation:
SMILES   N/N=C(\C=C\Cl)NO
LUMO   0.0158 Eh
Kohn-Sham gap   9.0192 eV
HOMO level   -0.3156 Eh

Structure (ORCA input):
```
! wB97M-V def2-TZVPD RIJCOSX def2/J DEFGRID3
* xyz 0 1
C 0.931 0.001 0.092
C -0.484 0.374 0.239
C -1.444 -0.415 -0.238
H 0.958 2.375 -0.754
H 2.480 2.696 -0.253
H 0.813 -1.838 0.854
H 3.036 -0.823 0.158
H -0.657 1.240 0.876
H -1.265 -1.318 -0.772
N 1.583 2.205 0.006
N 1.920 0.850 -0.025
N 1.210 -1.367 0.024
O 2.589 -1.664 -0.092
Cl -3.123 -0.035 0.002
*
```

5.
# C7H10BrNO3

A structure of composition C7H10BrNO3 (wB97M-V/def2-TZVPD, the OMol25 dataset).

Values from the calculation:
LUMO   0.0110 Eh
Kohn-Sham gap   8.9123 eV
HOMO level   -0.3165 Eh

Structure (ORCA input):
```
! wB97M-V def2-TZVPD RIJCOSX def2/J DEFGRID3
* xyz 0 1
C -0.689 -1.676 -1.070
C -0.145 -1.610 -2.146
C 1.187 -3.430 0.850
C -1.943 -1.297 0.968
C 0.718 -1.224 -3.266
C 0.615 1.249 1.884
C -0.430 0.626 0.914
N -1.232 -0.349 1.629
O 1.347 -4.144 -0.014
O 0.971 -2.626 1.614
O -1.569 -2.030 -0.122
Br -3.787 0.109 -0.082
H -2.664 -1.847 1.589
H 1.688 -1.353 -2.808
H 0.543 -0.198 -3.492
H 0.442 -1.910 -4.052
H 0.254 2.173 2.190
H 0.758 0.550 2.701
H 1.584 1.352 1.449
H -0.103 -0.036 0.103
H -1.056 1.309 0.489
H -1.817 0.026 2.373
*
```

6.
# C3H9N2

The ion C3H9N2 with charge +1 (wB97M-V/def2-TZVPD, the OMol25 dataset).

Values from the calculation:
SMILES   NC[NH+]1CC1
LUMO   -0.1081 Eh
Kohn-Sham gap   12.2391 eV
HOMO level   -0.5578 Eh

Structure (ORCA input):
```
! wB97M-V def2-TZVPD RIJCOSX def2/J DEFGRID3
* xyz 1 1
C -1.166 -0.832 -0.299
C -1.465 0.262 0.562
C 1.277 0.529 -0.345
N 1.833 -0.346 0.436
N -0.465 0.403 -0.520
H -0.760 -1.730 0.120
H -2.086 -0.955 -0.937
H -2.359 0.859 0.294
H -1.207 0.505 1.563
H 1.525 0.507 -1.397
H 1.462 1.614 -0.169
H 2.162 -0.009 1.337
H 2.409 -1.150 0.169
H -0.782 0.848 -1.334
*
```

7.
# C20H25N3O4S

The molecule C20H25N3O4S (wB97M-V/def2-TZVPD, the OMol25 dataset).

Values from the calculation:
SMILES   Cc1cccc(OCC(=O)Nc2ccc(S(=O)(=O)N3CCN(C)CC3)cc2)c1
LUMO   0.0206 Eh
Kohn-Sham gap   8.6331 eV
HOMO level   -0.2966 Eh

Structure (ORCA input):
```
! wB97M-V def2-TZVPD RIJCOSX def2/J DEFGRID3
* xyz 0 1
C -6.038 -4.061 -2.052
C -5.648 -2.635 -1.812
C -5.530 -2.135 -0.528
C -5.161 -0.811 -0.306
C -4.902 0.026 -1.382
C -5.024 -0.476 -2.669
C -5.391 -1.788 -2.887
H -5.479 -2.164 -3.895
H -4.822 0.175 -3.506
H -4.603 1.053 -1.240
O -5.059 -0.442 1.017
C -4.804 0.910 1.312
C -3.382 1.370 0.961
O -3.115 2.537 0.790
N -2.512 0.329 0.903
C -1.166 0.322 0.545
C -0.468 1.489 0.235
C 0.864 1.412 -0.127
C 1.496 0.184 -0.173
C 0.817 -0.979 0.136
C -0.515 -0.912 0.495
H -1.060 -1.815 0.732
H 1.343 -1.919 0.082
S 3.217 0.122 -0.653
O 3.651 -1.250 -0.601
O 3.390 0.837 -1.883
N 3.883 1.059 0.569
C 5.054 1.835 0.203
C 6.325 0.977 0.264
N 6.505 0.319 1.547
C 6.941 1.202 2.608
H 7.140 0.601 3.495
H 6.223 1.989 2.877
H 7.872 1.677 2.300
C 5.328 -0.465 1.870
C 4.026 0.351 1.827
H 3.163 -0.308 1.930
H 4.001 1.092 2.633
H 5.459 -0.910 2.859
H 5.251 -1.265 1.129
H 7.204 1.587 0.052
H 6.246 0.194 -0.496
H 4.886 2.199 -0.810
H 5.119 2.687 0.887
H 1.425 2.296 -0.383
H -0.976 2.438 0.274
H -2.916 -0.583 1.087
H -5.522 1.580 0.824
H -4.932 1.002 2.395
H -5.724 -2.761 0.331
H -6.269 -4.566 -1.118
H -5.227 -4.595 -2.546
H -6.910 -4.111 -2.702
*
```

8.
# C3H12N2O

A cluster of 2 separate species, C3H12N2O in total (wB97M-V/def2-TZVPD, the OMol25 dataset).

Values from the calculation:
SMILES   CNCCN.O
LUMO   0.0373 Eh
Kohn-Sham gap   9.9784 eV
HOMO level   -0.3294 Eh

Structure (ORCA input):
```
! wB97M-V def2-TZVPD RIJCOSX def2/J DEFGRID3
* xyz 0 1
N -0.628 -0.995 -1.785
C -0.779 -1.589 -0.465
C -0.739 -0.537 0.613
N 0.557 0.155 0.647
C 0.541 1.152 1.726
H -0.770 -1.659 -2.535
H 0.287 -0.573 -1.888
H -0.029 -2.357 -0.193
H -1.728 -2.115 -0.397
H -0.899 -1.029 1.593
H -1.509 0.238 0.625
H 1.257 -0.563 0.805
H -0.086 1.976 1.384
H 1.520 1.606 1.843
H 0.229 0.756 2.701
H 1.184 1.583 -0.859
H 0.444 2.294 -1.989
O 1.148 1.657 -1.826
*
```